This record from OMol25 describes a structure of composition CH2IOP at a distorted geometry. The level of theory is wB97M-V/def2-TZVPD.

Summary:
**Molecular weight**: 187.90 g mol⁻¹
**HOMO level**: -9.75 eV
**Net charge**: 0
**Energy relative to the best compared isomer or geometry (same formula, charge and spin)**: 15.0 kcal per mole

Cartesian coordinates (Å):
C: 1.809 -1.061 -0.116
O: 1.898 -2.239 0.049
P: 0.457 0.020 -0.739
I: 3.577 0.197 0.021
H: -0.773 -0.556 0.047
H: 0.906 1.169 0.066